C5H4O2 | ωB97M-V with the def2-TZVPD basis set

Each line ends with the Mulliken charge.
Element x y z (Å)
O  0.42  0.48  2.91  -0.129
C  -0.51  -0.18  2.85  0.120
O  0.81  -0.83  0.15  -0.242
C  1.18  0.30  -0.50  -0.361
C  0.14  0.83  -1.18  -0.293
C  -0.97  -0.05  -0.94  -0.263
C  -0.50  -1.03  -0.13  -0.490
H  2.22  0.60  -0.38  0.394
H  0.15  1.72  -1.79  0.400
H  -1.98  0.05  -1.31  0.413
H  -0.95  -1.89  0.33  0.451

For the gap between HOMO and LUMO, the calculation gives 10.09 eV. The electronic energy is -343.3689 Ha.

C5H4O2 | ωB97M-V with the def2-TZVPD basis set

Each line ends with the Mulliken charge.
Element x y z (Å)
O  2.03  -1.49  -0.64  -0.506
C  1.28  -0.76  -0.07  0.466
O  0.29  -1.31  0.78  -0.301
C  -0.98  -0.88  0.61  -0.091
C  -1.26  0.23  -0.11  -0.533
C  -0.15  1.10  -0.37  -0.043
C  1.11  0.68  -0.15  -0.469
H  -1.70  -1.50  1.13  0.390
H  -2.29  0.48  -0.35  0.347
H  -0.33  2.13  -0.68  0.375
H  1.98  1.32  -0.14  0.366

Its SMILES is O=c1cccco1. For the gap between HOMO and LUMO, the calculation gives 9.64 eV. The electronic energy is -343.3737 Ha.

C5H4O2 | ωB97M-V with the def2-TZVPD basis set

Each line ends with the Mulliken charge.
Element x y z (Å)
O  -0.03  3.00  -0.09  -0.459
C  0.62  2.03  0.14  0.712
C  -1.53  -0.79  -0.23  -0.762
C  -0.31  -1.32  -0.26  0.034
C  0.91  -0.64  0.20  -0.422
C  0.96  0.68  0.25  0.192
O  1.87  1.71  0.62  -0.411
H  -1.71  0.20  0.18  0.205
H  -2.39  -1.32  -0.63  0.251
H  -0.17  -2.33  -0.66  0.297
H  1.78  -1.22  0.49  0.363

Its SMILES is C=C/C=C1/OC1=O. For the gap between HOMO and LUMO, the calculation gives 9.35 eV. The electronic energy is -343.3038 Ha.

C5H4O2 | ωB97M-V with the def2-TZVPD basis set

Each line ends with the Mulliken charge.
Element x y z (Å)
O  -1.92  1.59  0.38  -0.475
C  -1.11  0.81  0.03  0.475
O  0.37  1.46  0.03  -0.343
C  1.39  0.65  0.24  -0.073
C  1.34  -0.66  -0.12  -0.493
C  0.09  -1.23  -0.46  0.071
C  -1.10  -0.57  -0.38  -0.535
H  2.21  1.05  0.85  0.345
H  2.22  -1.28  -0.07  0.335
H  0.08  -2.29  -0.69  0.348
H  -2.05  -1.11  -0.52  0.346

Its SMILES is O=c1cccco1. For the gap between HOMO and LUMO, the calculation gives 8.80 eV. The electronic energy is -343.3678 Ha.

C5H4O2 | ωB97M-V with the def2-TZVPD basis set

Each line ends with the Mulliken charge.
Element x y z (Å)
O  1.96  -1.39  -0.05  -0.497
C  0.94  -0.76  0.04  0.330
C  0.65  0.45  0.94  -0.301
C  -0.58  0.99  0.26  -0.249
C  -1.26  0.07  -0.43  -0.461
C  -0.35  -1.02  -0.79  0.493
O  -0.46  -1.82  -1.69  -0.514
H  0.48  0.08  1.96  0.215
H  1.49  1.15  1.01  0.302
H  -0.72  1.91  -0.27  0.288
H  -2.15  0.35  -1.00  0.394

Its SMILES is O=C1C=CCC1=O. For the gap between HOMO and LUMO, the calculation gives 8.75 eV. The electronic energy is -343.3378 Ha.

C5H4O2 | ωB97M-V with the def2-TZVPD basis set

Each line ends with the Mulliken charge.
Element x y z (Å)
O  -0.25  -0.38  -2.58  -0.511
C  -0.17  -0.16  -1.41  0.557
O  -0.05  1.14  -0.97  -0.319
C  0.05  1.42  0.36  -0.117
C  0.06  0.49  1.33  -0.289
C  -0.15  -0.93  1.06  -0.713
C  -0.19  -1.20  -0.32  -0.061
H  0.13  2.49  0.51  0.405
H  0.17  0.83  2.36  0.362
H  0.83  -1.50  0.35  0.245
H  -0.42  -2.20  -0.69  0.441

For the gap between HOMO and LUMO, the calculation gives 8.78 eV. The electronic energy is -343.2626 Ha.